Run w
Here is a 2-piece molecular cluster, C2H3ClN2O overall from the OMol25 dataset. Energies are from ωB97M-V with the def2-TZVPD basis set.

Results
* SMILES: C=NN=C=O.Cl
* E_HOMO: -10.16 eV
* orbital gap: 0.387 hartree

Structure (ORCA input):
```
! RIJCOSX wB97M-V def2-TZVPD def2/J DEFGRID3
* xyz 0 1
C 2.32 1.45 -0.15
C 0.34 -0.58 0.84
N 1.26 0.97 -0.40
N 0.52 -0.12 -0.28
O 3.28 2.13 -0.01
Cl -1.71 2.20 0.01
H -0.34 -1.45 1.07
H 0.76 -0.02 1.67
H -0.96 2.00 -0.94
*
```

=====

Run x
Here is a single C2H3ClN2O molecule from the OMol25 dataset. Energies are from ωB97M-V with the def2-TZVPD basis set.

Results
* SMILES: COC1(Cl)N=N1
* E_HOMO: -10.78 eV
* orbital gap: 0.372 hartree

Structure (ORCA input):
```
! RIJCOSX wB97M-V def2-TZVPD def2/J DEFGRID3
* xyz 0 1
C -0.08 0.92 0.58
C -0.19 -1.14 -0.63
N -0.69 2.06 1.03
N 0.05 2.14 0.02
O -0.68 -0.25 0.35
Cl 1.73 0.47 1.42
H 0.99 -1.14 -0.65
H -0.66 -0.90 -1.62
H -0.47 -2.16 -0.50
*
```

=====

The structure with the greatest stability is run w.

=====

Run w
Here is a 8-piece molecular cluster, C48H86BO21 overall from the OMol25 dataset. Energies are from ωB97M-V with the def2-TZVPD basis set.

Results
* E_HOMO: -5.30 eV
* orbital gap: 0.245 hartree

Structure (ORCA input):
```
! RIJCOSX wB97M-V def2-TZVPD def2/J DEFGRID3
* xyz -1 1
B -0.61 1.86 5.51
C -0.11 0.78 4.34
C -0.51 1.04 2.87
C -1.96 1.50 2.67
C -2.96 0.52 3.28
C -3.61 -0.45 2.27
C -3.47 -1.92 2.66
C -4.01 -2.85 1.57
C -3.36 -2.60 0.20
C -1.84 -2.41 0.26
C -1.19 -2.48 -1.14
C -0.66 -3.88 -1.48
C -0.58 -4.12 -2.99
C -0.36 -5.58 -3.39
C -1.57 -6.47 -3.12
C -1.31 -7.97 -3.27
C -0.24 -8.55 -2.34
C -0.75 -8.76 -0.91
C 0.33 -8.60 0.19
C 0.56 -9.87 1.01
C 2.00 -10.01 1.49
H -1.49 2.63 5.12
H 0.34 2.55 5.90
H -1.05 1.24 6.49
H 0.99 0.76 4.36
H -0.40 -0.24 4.60
H 0.17 1.75 2.39
H -0.39 0.10 2.30
H -2.10 2.49 3.10
H -2.14 1.60 1.59
H -2.42 -0.06 4.03
H -3.75 1.08 3.79
H -3.16 -0.32 1.29
H -4.67 -0.21 2.18
H -4.03 -2.09 3.58
H -2.42 -2.15 2.86
H -3.84 -3.89 1.84
H -5.10 -2.73 1.50
H -3.82 -1.73 -0.28
H -3.56 -3.46 -0.46
H -1.41 -3.19 0.91
H -1.60 -1.44 0.68
H -1.95 -2.22 -1.87
H -0.39 -1.75 -1.17
H -1.32 -4.62 -1.02
H 0.35 -4.00 -1.07
H -1.51 -3.75 -3.46
H 0.25 -3.52 -3.38
H 0.53 -5.95 -2.88
H -0.15 -5.62 -4.47
H -1.98 -6.27 -2.13
H -2.35 -6.19 -3.84
H -1.06 -8.19 -4.32
H -2.25 -8.51 -3.06
H 0.06 -9.52 -2.74
H 0.65 -7.92 -2.34
H -1.56 -8.05 -0.73
H -1.19 -9.76 -0.86
H 1.27 -8.31 -0.27
H 0.01 -7.80 0.86
H 0.31 -10.75 0.41
H -0.10 -9.88 1.88
H 2.70 -9.89 0.66
H 2.18 -10.99 1.95
H 2.25 -9.25 2.24
C -1.41 -14.01 -5.75
C -0.85 -12.89 -4.91
C 0.54 -13.12 -4.35
O 0.51 -12.39 -3.13
C -0.78 -12.31 -2.72
O -1.13 -11.91 -1.65
O -1.61 -12.74 -3.69
H -2.38 -13.75 -6.15
H -0.73 -14.22 -6.58
H -1.52 -14.91 -5.15
H -0.90 -11.94 -5.44
H 1.34 -12.74 -4.98
H 0.72 -14.18 -4.12
C -1.34 4.74 0.34
C -0.38 4.36 -0.75
C 0.43 3.12 -0.42
O 1.67 3.37 -1.11
C 1.81 4.70 -1.24
O 2.83 5.22 -1.58
O 0.68 5.35 -0.91
H -1.96 5.60 0.09
H -1.98 3.87 0.53
H -0.80 4.98 1.26
H -0.87 4.27 -1.72
H -0.01 2.19 -0.79
H 0.63 3.04 0.65
C 4.22 8.11 -0.79
C 3.58 8.79 0.39
C 2.07 8.82 0.37
O 1.77 10.04 1.06
C 2.83 10.86 0.93
O 2.84 12.02 1.23
O 3.88 10.21 0.40
H 5.30 8.07 -0.68
H 3.86 7.08 -0.88
H 3.98 8.66 -1.70
H 3.94 8.37 1.33
H 1.60 7.98 0.87
H 1.67 8.90 -0.65
C 3.87 14.76 0.49
C 4.36 15.70 -0.58
C 5.87 15.84 -0.67
O 6.03 17.17 -1.15
C 4.93 17.88 -0.79
O 4.84 19.07 -0.89
O 3.98 17.07 -0.31
H 2.78 14.66 0.46
H 4.29 13.77 0.36
H 4.14 15.13 1.48
H 3.94 15.43 -1.55
H 6.34 15.14 -1.36
H 6.34 15.76 0.31
C -3.54 -0.97 7.54
C -4.09 -0.19 6.38
C -5.16 0.83 6.73
O -5.96 0.86 5.54
C -5.82 -0.33 4.90
O -6.43 -0.65 3.93
O -4.84 -1.05 5.48
H -2.74 -1.64 7.21
H -3.13 -0.29 8.28
H -4.32 -1.57 8.00
H -3.29 0.27 5.80
H -4.77 1.83 6.92
H -5.78 0.50 7.56
C -2.58 0.66 -6.50
C -1.32 0.33 -5.75
C -1.15 -1.12 -5.35
O -0.39 -1.02 -4.15
C -0.63 0.19 -3.59
O -0.30 0.52 -2.50
O -1.31 0.98 -4.46
H -2.60 1.71 -6.80
H -2.65 0.04 -7.40
H -3.45 0.47 -5.88
H -0.44 0.68 -6.29
H -0.61 -1.72 -6.08
H -2.11 -1.59 -5.12
C 3.57 2.25 1.83
C 4.26 3.28 0.97
C 5.77 3.14 0.84
O 6.20 4.50 0.67
C 5.27 5.30 1.23
O 5.39 6.47 1.40
O 4.17 4.59 1.57
H 2.50 2.39 1.82
H 3.79 1.25 1.45
H 3.92 2.32 2.86
H 3.80 3.34 -0.02
H 6.09 2.55 -0.01
H 6.22 2.74 1.76
*
```

=====

Run x
Here is a 8-piece molecular cluster, C48H86BO21 overall from the OMol25 dataset. Energies are from ωB97M-V with the def2-TZVPD basis set.

Results
* E_HOMO: -4.73 eV
* orbital gap: 0.226 hartree

Structure (ORCA input):
```
! RIJCOSX wB97M-V def2-TZVPD def2/J DEFGRID3
* xyz -1 1
B 2.88 -3.55 2.46
C 1.51 -2.95 1.74
C 1.60 -1.46 1.23
C 2.25 -0.45 2.24
C 1.56 -0.42 3.65
C 0.56 0.80 3.76
C -0.81 0.21 4.28
C -1.97 1.26 4.28
C -2.24 1.92 2.88
C -2.09 0.91 1.68
C -2.79 1.61 0.43
C -4.25 1.01 0.34
C -5.17 2.06 -0.39
C -6.70 1.73 -0.25
C -7.24 1.94 1.20
C -8.68 1.39 1.45
C -8.84 -0.16 1.18
C -8.30 -0.92 2.45
C -7.63 -2.31 2.15
C -8.40 -3.46 2.92
C -8.37 -4.80 2.08
H 3.69 -2.72 2.77
H 3.44 -4.32 1.71
H 2.51 -4.16 3.45
H 1.33 -3.58 0.82
H 0.59 -3.10 2.37
H 2.08 -1.36 0.23
H 0.54 -1.11 1.08
H 3.34 -0.63 2.37
H 2.18 0.57 1.77
H 1.00 -1.37 3.80
H 2.36 -0.34 4.41
H 0.45 1.27 2.76
H 0.91 1.58 4.48
H -0.65 -0.13 5.33
H -1.11 -0.66 3.66
H -2.91 0.73 4.57
H -1.83 2.05 5.06
H -1.56 2.80 2.75
H -3.29 2.31 2.86
H -2.59 -0.06 1.89
H -1.03 0.75 1.42
H -2.84 2.70 0.63
H -2.18 1.39 -0.47
H -4.58 0.81 1.38
H -4.26 0.08 -0.28
H -4.98 3.08 0.02
H -4.91 2.02 -1.48
H -6.86 0.68 -0.61
H -7.28 2.41 -0.92
H -6.54 1.52 1.95
H -7.28 3.04 1.37
H -9.43 1.92 0.82
H -8.93 1.58 2.52
H -9.93 -0.38 1.12
H -8.36 -0.48 0.24
H -7.55 -0.25 2.94
H -9.15 -1.01 3.17
H -7.65 -2.55 1.07
H -6.60 -2.27 2.56
H -9.48 -3.21 3.05
H -7.96 -3.67 3.92
H -8.69 -4.52 1.05
H -9.06 -5.56 2.51
H -7.35 -5.23 2.03
C -15.13 0.87 2.28
C -13.75 0.38 1.89
C -13.74 -0.96 1.21
O -12.46 -1.47 1.56
C -12.11 -0.89 2.74
O -11.18 -1.24 3.40
O -12.94 0.13 3.05
H -15.06 1.87 2.72
H -15.79 0.91 1.42
H -15.56 0.22 3.05
H -13.24 1.14 1.28
H -13.84 -0.87 0.13
H -14.51 -1.64 1.59
C 5.06 1.50 -0.24
C 4.52 1.94 -1.58
C 3.27 1.21 -1.99
O 3.35 1.25 -3.42
C 4.66 1.34 -3.74
O 5.09 1.19 -4.84
O 5.42 1.60 -2.65
H 5.93 2.10 0.03
H 4.31 1.61 0.54
H 5.39 0.46 -0.28
H 4.37 3.02 -1.60
H 2.36 1.71 -1.64
H 3.25 0.17 -1.67
C 7.90 -0.09 -5.90
C 8.65 -0.92 -4.88
C 8.71 -0.30 -3.51
O 9.93 -0.82 -2.99
C 10.74 -1.09 -4.05
O 11.90 -1.36 -3.97
O 10.05 -1.01 -5.21
H 7.85 -0.61 -6.85
H 6.89 0.13 -5.57
H 8.42 0.86 -6.09
H 8.25 -1.92 -4.84
H 7.86 -0.59 -2.89
H 8.77 0.79 -3.53
C 14.38 -1.04 -5.14
C 15.29 -0.21 -6.02
C 15.38 -0.69 -7.44
O 16.69 -0.27 -7.83
C 17.44 -0.21 -6.70
O 18.62 -0.07 -6.68
O 16.66 -0.32 -5.59
H 14.31 -0.61 -4.15
H 13.38 -1.10 -5.56
H 14.77 -2.06 -5.02
H 15.00 0.84 -5.97
H 14.62 -0.24 -8.08
H 15.32 -1.78 -7.53
C 0.74 -2.48 9.24
C 1.46 -1.52 8.31
C 2.49 -0.67 9.00
O 2.50 0.51 8.19
C 1.28 0.60 7.61
O 0.89 1.55 7.01
O 0.56 -0.54 7.79
H 0.05 -3.11 8.67
H 1.44 -3.12 9.76
H 0.13 -1.93 9.97
H 1.89 -2.07 7.47
H 3.47 -1.14 9.02
H 2.21 -0.39 10.02
C -2.55 7.41 -2.20
C -2.55 5.98 -2.70
C -3.65 5.13 -2.11
O -3.07 3.83 -2.15
C -1.73 3.98 -2.10
O -0.96 3.10 -1.92
O -1.38 5.29 -2.27
H -1.78 7.99 -2.71
H -3.52 7.89 -2.38
H -2.33 7.45 -1.14
H -2.58 5.96 -3.79
H -4.56 5.16 -2.70
H -3.88 5.38 -1.07
C 2.35 -3.34 -4.53
C 3.28 -2.54 -5.42
C 3.34 -3.02 -6.84
O 4.66 -2.64 -7.24
C 5.41 -2.60 -6.11
O 6.60 -2.50 -6.10
O 4.64 -2.69 -5.00
H 2.31 -2.91 -3.53
H 1.34 -3.36 -4.94
H 2.71 -4.37 -4.42
H 3.03 -1.48 -5.36
H 2.59 -2.54 -7.47
H 3.24 -4.10 -6.94
*
```

=====

The structure with the greatest stability is run w.

=====

Run w
Here is a single C4H5NOS molecule from the OMol25 dataset. Energies are from ωB97M-V with the def2-TZVPD basis set.

Results
* SMILES: [H]/N=C\C=S(=O)=C=C
* E_HOMO (alpha / beta): -8.84 / -9.04 eV
* orbital gap (alpha / beta): 0.257 / 0.275 hartree

Structure (ORCA input):
```
! RIJCOSX wB97M-V def2-TZVPD def2/J DEFGRID3
* xyz 0 1
C 1.02 -1.68 0.15
C -0.39 -1.81 0.22
C -1.06 0.93 0.53
C -0.94 2.12 0.01
N 1.74 -0.65 -0.07
O -2.83 -0.95 0.05
S -1.45 -0.57 -0.21
H 1.58 -2.59 0.36
H -0.86 -2.78 0.24
H 1.23 0.20 -0.29
H -0.72 2.96 0.66
H -1.02 2.38 -1.04
*
```

=====

Run x
Here is C4H5NOS as an isolated structure from the OMol25 dataset. Energies are from ωB97M-V with the def2-TZVPD basis set.

Results
* E_HOMO: -8.55 eV
* orbital gap: 0.289 hartree

Structure (ORCA input):
```
! RIJCOSX wB97M-V def2-TZVPD def2/J DEFGRID3
* xyz 0 1
C -0.28 -0.10 1.16
C -0.19 0.35 -0.22
C -1.22 1.07 -0.79
C 0.96 0.09 -1.05
H 0.91 -1.40 2.44
H 1.23 -1.34 0.20
H -1.02 0.06 1.92
H -0.98 1.73 -1.70
H 0.83 0.48 -2.05
N 0.63 -1.18 1.32
O 1.93 -0.82 -0.81
S -2.79 1.05 -0.42
*
```

=====

The structure with the greatest stability is run x.